1.
{
  "formula": "C7H5BrFNO",
  "method": "the ωB97M-V functional and the def2-TZVPD basis",
  "elements": ["O", "C", "C", "C", "C", "C", "Br", "C", "F", "C", "N", "H", "H", "H", "H", "H"],
  "coordinates": [[-3.162, -1.634, -0.572], [-2.089, -1.096, -0.504], [-1.686, 0.452, -0.363], [-0.185, 0.430, -0.598], [0.950, 1.158, 0.180], [1.888, 0.169, 0.761], [3.499, 0.875, 1.478], [1.504, -1.104, 0.574], [1.938, -2.321, 0.908], [-0.016, -0.992, -0.070], [-0.968, -1.789, -0.086], [-2.309, 1.090, -0.983], [-1.782, 0.683, 0.643], [0.147, 0.418, -1.759], [0.705, 1.926, 0.913], [1.564, 1.736, -0.523]],
  "multiplicity": 1,
  "gap_ha": 0.358,
  "total_energy_ha": -3073.54411,
  "smiles": "O=C1C[C@H]2CC(Br)=C(F)C2=N1"
}


2.
{
  "formula": "C7H5Cl2FN2O3",
  "method": "the ωB97M-V functional and the def2-TZVPD basis",
  "elements": ["O", "C", "N", "C", "C", "Cl", "C", "C", "Cl", "H", "H", "H", "H", "N", "C", "F", "H", "O", "C", "O"],
  "coordinates": [[0.645, 0.835, -1.295], [0.660, 0.140, -0.290], [-0.401, 0.159, 0.511], [-0.526, -0.544, 1.683], [0.484, -1.359, 2.144], [0.581, -2.354, 3.448], [1.683, -1.395, 1.323], [1.762, -0.738, 0.132], [3.100, -0.760, -0.946], [-1.110, 0.716, 0.191], [-1.468, -0.373, 2.148], [2.525, -2.125, 1.652], [-1.372, 2.772, 0.439], [-1.517, 2.350, -0.442], [-0.781, 2.766, -1.377], [-0.020, 3.847, -1.317], [-0.848, 2.496, -2.471], [-1.887, -1.305, -1.743], [-1.156, -2.155, -1.873], [-0.354, -2.974, -1.917]],
  "e_above_lowest_kcal_mol": 7.2,
  "multiplicity": 1,
  "gap_ha": 0.325,
  "total_energy_ha": -1625.23147,
  "smiles": "O=c1[nH]cc(Cl)cc1Cl.[H]/N=C\\F.O=C=O"
}


3.
{
  "formula": "C7H5ClFN",
  "method": "the ωB97M-V functional and the def2-TZVPD basis",
  "elements": ["N", "C", "C", "C", "C", "C", "C", "C", "F", "Cl", "H", "H", "H", "H", "H"],
  "coordinates": [[-3.783, 0.835, 0.038], [-2.654, 0.658, 0.170], [-1.259, 0.634, 0.357], [-0.472, 0.126, 1.298], [0.910, 0.195, 1.227], [1.726, 0.149, 0.164], [1.271, -0.151, -1.166], [0.354, -1.076, -1.537], [-0.084, -1.193, -2.730], [-0.122, -2.433, -0.511], [-0.844, 1.343, -0.358], [-0.773, -0.454, 2.126], [1.369, 0.279, 2.253], [2.780, 0.394, 0.375], [1.580, 0.696, -1.706]],
  "e_above_lowest_kcal_mol": 16.0,
  "multiplicity": 1,
  "gap_ha": 0.305,
  "total_energy_ha": -884.44117,
  "smiles": "N#C/C=C/C=C\\C=C(\\F)Cl"
}


4.
{
  "formula": "C7H5ClN2O2S2",
  "method": "the ωB97M-V functional and the def2-TZVPD basis",
  "elements": ["C", "C", "C", "C", "C", "C", "C", "N", "N", "O", "O", "S", "S", "Cl", "H", "H", "H", "H", "H"],
  "coordinates": [[2.552, -0.056, -0.393], [2.035, 0.724, -1.400], [1.774, -0.413, 0.616], [0.745, 1.255, -1.289], [0.429, -0.072, 0.699], [-0.089, 0.899, -0.233], [-0.485, -0.536, 1.724], [-1.466, 0.180, 2.199], [-2.039, 1.179, 1.618], [-1.168, -1.589, -1.049], [-3.205, -0.516, -1.688], [-1.732, 1.426, 0.072], [-2.252, -0.751, -0.658], [-3.377, -1.690, 0.845], [3.624, -0.137, -0.320], [2.653, 0.667, -2.331], [2.128, -0.993, 1.480], [0.315, 1.856, -2.085], [-0.443, -1.433, 2.194]],
  "multiplicity": 1,
  "gap_ha": 0.259,
  "total_energy_ha": -1786.15331
}


5.
{
  "formula": "C7H5ClN2S",
  "method": "the ωB97M-V functional and the def2-TZVPD basis",
  "elements": ["S", "C", "N", "C", "C", "C", "C", "Cl", "C", "C", "N", "H", "H", "H", "H", "H"],
  "coordinates": [[-4.057, -0.666, -0.004], [-2.427, -0.387, 0.004], [-1.784, 0.824, -0.005], [-0.402, 0.669, -0.007], [0.651, 1.570, 0.003], [1.935, 1.058, -0.002], [2.158, -0.308, 0.000], [3.798, -0.908, -0.002], [1.118, -1.235, -0.003], [-0.171, -0.723, 0.000], [-1.414, -1.321, 0.003], [-2.279, 1.663, 0.041], [0.444, 2.658, -0.031], [2.765, 1.719, 0.008], [1.294, -2.295, 0.001], [-1.630, -2.321, -0.006]],
  "e_above_lowest_kcal_mol": 0.0,
  "multiplicity": 1,
  "gap_ha": 0.315,
  "total_energy_ha": -1237.68033,
  "smiles": "S=c1[nH]c2ccc(Cl)cc2[nH]1"
}


6.
{
  "formula": "C7H5F2NO2",
  "method": "the ωB97M-V functional and the def2-TZVPD basis",
  "elements": ["C", "C", "C", "C", "C", "C", "C", "N", "O", "O", "F", "F", "H", "H", "H", "H", "H"],
  "coordinates": [[-2.789, 0.335, -0.326], [-1.945, -0.729, 0.010], [-1.961, 1.371, -0.677], [-0.646, -0.272, -0.179], [2.428, 0.335, 0.727], [0.592, -0.925, -0.009], [1.886, -0.362, -0.579], [1.552, -0.139, 1.599], [3.370, 1.067, 0.869], [-0.688, 1.019, -0.588], [2.697, -1.355, -1.024], [1.705, 0.462, -1.636], [-3.859, 0.351, -0.313], [-2.232, -1.707, 0.332], [-2.175, 2.370, -1.001], [0.596, -1.975, 0.233], [1.469, 0.153, 2.562]],
  "e_above_lowest_kcal_mol": 0.0,
  "multiplicity": 1,
  "gap_ha": 0.298,
  "total_energy_ha": -674.62706
}


7.
{
  "formula": "C7H5F3N2",
  "method": "the ωB97M-V functional and the def2-TZVPD basis",
  "elements": ["C", "C", "C", "C", "N", "N", "C", "C", "C", "F", "F", "F", "H", "H", "H", "H", "H"],
  "coordinates": [[-1.444, -3.149, -1.349], [-0.844, -2.168, -1.059], [0.071, -1.282, -0.563], [1.391, -1.380, -0.227], [1.849, -0.255, 0.362], [0.983, 0.660, 0.428], [1.431, 1.978, 0.910], [-0.295, 0.317, 0.091], [-1.545, 0.986, 0.061], [-1.563, 2.365, 0.305], [-2.241, 0.849, -1.105], [-2.356, 0.485, 1.035], [-2.092, -3.949, -1.614], [1.945, -2.284, -0.434], [1.099, 2.090, 2.036], [2.540, 2.032, 0.986], [1.071, 2.703, 0.138]],
  "e_above_lowest_kcal_mol": 69.0,
  "multiplicity": 1,
  "gap_ha": 0.328,
  "total_energy_ha": -678.69543,
  "smiles": "C#Cc1cnn(C)c1C(F)(F)F"
}


8.
{
  "formula": "C7H5N2O2",
  "method": "the ωB97M-V functional and the def2-TZVPD basis",
  "elements": ["N", "C", "C", "C", "O", "O", "N", "C", "C", "C", "C", "H", "H", "H", "H", "H"],
  "coordinates": [[2.153, -2.574, 0.268], [1.779, -1.506, 0.425], [1.266, -0.095, 0.620], [2.098, 1.133, -0.234], [1.733, 1.285, -1.405], [2.978, 1.621, 0.489], [-0.138, -0.069, 0.164], [-1.180, 0.080, 0.957], [-2.360, 0.158, 0.261], [-1.989, -0.141, -1.076], [-0.558, -0.288, -1.105], [1.154, 0.017, 1.653], [-0.966, 0.290, 2.027], [-3.424, 0.244, 0.625], [-2.681, 0.042, -1.878], [0.135, -0.195, -1.791]],
  "e_above_lowest_kcal_mol": 0.0,
  "multiplicity": 1,
  "gap_ha": 0.318,
  "total_energy_ha": -529.76881,
  "smiles": "N#C[C@@H](C(=O)[O-])n1cccc1",
  "total_charge": -1
}


9.
{
  "formula": "C7H5N3O2",
  "method": "the ωB97M-V functional and the def2-TZVPD basis",
  "elements": ["O", "C", "N", "C", "C", "C", "C", "C", "N", "C", "N", "O", "H", "H", "H", "H", "H"],
  "coordinates": [[-3.309, 3.023, -0.884], [-2.695, 2.148, -0.334], [-1.364, 1.680, -0.682], [-1.196, 0.430, 0.068], [0.102, -0.406, 0.047], [0.354, -1.514, 0.888], [1.617, -2.053, 0.744], [2.675, -1.387, -0.048], [2.368, -0.252, -0.831], [1.100, 0.239, -0.732], [-2.113, 0.281, 0.942], [-3.023, 1.308, 0.718], [-0.706, 2.184, -1.345], [-0.376, -1.836, 1.640], [1.945, -2.931, 1.241], [3.673, -1.930, -0.060], [0.948, 1.017, -1.370]],
  "e_above_lowest_kcal_mol": 54.5,
  "multiplicity": 1,
  "gap_ha": 0.345,
  "total_energy_ha": -584.42959,
  "smiles": "O=c1[nH]c(-c2cccnc2)no1"
}


10.
{
  "formula": "C7H5N3O2S",
  "method": "the ωB97M-V functional and the def2-TZVPD basis",
  "elements": ["C", "C", "C", "C", "C", "C", "C", "N", "N", "N", "O", "O", "S", "H", "H", "H", "H", "H"],
  "coordinates": [[3.436, 0.772, 0.298], [2.395, -0.091, 0.375], [2.887, 2.016, -0.173], [-0.036, 0.139, -0.174], [1.233, 0.651, -0.105], [-2.759, 0.389, -0.119], [-1.636, -1.754, -0.109], [1.609, 1.943, -0.383], [-0.385, -1.137, -0.185], [-2.744, -0.938, -0.111], [-1.721, -2.959, -0.101], [-5.191, 0.509, 0.467], [-4.065, 1.376, 0.044], [4.464, 0.580, 0.542], [2.378, -1.118, 0.685], [3.428, 2.929, -0.340], [0.322, -1.849, -0.386], [-3.617, -1.459, -0.225]],
  "e_above_lowest_kcal_mol": 98.2,
  "multiplicity": 1,
  "gap_ha": [0.268, 0.241],
  "total_energy_ha": -982.48276
}